1.
This record from the OMol25 dataset describes CH3NO4S2 as an isolated structure in a non-equilibrium geometry. The level of theory is wB97M-V/def2-TZVPD.

For the HOMO energy, the calculation gives -10.621 eV. Its frontier orbital gap is 9.88 eV. As for the LUMO energy: -0.7 eV. For the total energy, the calculation gives -1191.84761 Ha.

Structure (XYZ):
```
11
Properties=species:S:1:pos:R:3:forces:R:3
C 0.041756 -0.153157 -0.057044 1.92 1.53 -0.48
N -2.807044 0.360482 1.060943 1.50 0.20 1.56
O -4.135328 1.630108 -0.484190 0.01 -0.47 0.21
O -0.921269 -2.630492 0.090755 -0.19 1.55 -0.19
O -2.203092 -0.919970 -1.215727 1.50 -0.49 1.08
O -2.075574 -0.898753 1.304984 -1.25 0.89 -1.38
S -3.803634 0.274747 -0.099067 -1.76 0.58 -0.48
S -1.330594 -1.256486 -0.079953 0.55 -1.96 -0.92
H 0.346926 0.414132 -0.977690 -1.40 -0.59 0.50
H 0.065318 0.542175 0.781351 -1.05 0.17 -0.06
H 0.981812 -0.629496 0.141358 0.17 -1.41 0.14
```
Positions in Å, forces in eV/Å.

Here are the Mulliken charges for atoms 1 to 8, given in e: -0.959 -0.253 -0.448 -0.582 -0.616 -0.208 0.684 1.281

---

2.
This record from the OMol25 dataset describes a single CH3NO5 molecule in a non-equilibrium geometry. The level of theory is wB97M-V/def2-TZVPD.

For the HOMO energy, the calculation gives -10.929 eV. Its frontier orbital gap is 11.39 eV. As for the SMILES: O=[N+]([O-])C(O)(O)O. As for the LUMO energy: 0.5 eV. For the total energy, the calculation gives -470.75110 Ha.

Structure (XYZ):
```
10
Properties=species:S:1:pos:R:3:forces:R:3
C 0.217473 0.129674 -0.304038 2.04 -0.41 2.24
N -0.829801 -0.083354 0.855853 1.48 -0.91 0.44
O -1.663743 0.703310 1.178807 -0.60 0.82 -0.03
O -0.593637 -1.157770 1.351871 -0.84 -0.51 1.28
O 0.144297 -1.047999 -0.925742 -1.41 1.75 -3.30
O -0.195931 1.174326 -1.043859 1.38 0.04 0.76
O 1.520361 0.243207 0.331597 -2.48 1.88 -0.29
H 0.636869 -1.774924 -0.643138 1.44 -1.27 1.43
H -0.732003 0.719793 -1.664684 -1.23 -0.05 -1.66
H 1.496114 1.093738 0.863332 0.22 -1.32 -0.88
```
Positions in Å, forces in eV/Å.

Here are the Mulliken charges for atoms 1 to 8, given in e: 0.595 1.036 -0.585 -0.584 -0.548 -0.438 -0.512 0.351

---

3.
This record from the OMol25 dataset describes a single CH3NOP2 molecule in a non-equilibrium geometry. The level of theory is wB97M-V/def2-TZVPD.

For the HOMO energy (alpha / beta), the calculation gives -9.052 / -9.065 eV. Its frontier orbital gap (alpha / beta) is 7.58 / 7.25 eV. As for the SMILES: O=C/P=N/P. As for the LUMO energy (alpha / beta): -1.5 / -1.8 eV. For the total energy, the calculation gives -852.46147 Ha.

Structure (XYZ):
```
8
Properties=species:S:1:pos:R:3:forces:R:3
C -0.323678 1.918033 -0.417219 -1.54 -0.08 -2.09
N -0.294015 -0.690238 -0.347259 2.73 5.09 0.25
O -0.681746 2.781147 0.319702 0.00 0.95 0.84
P 1.001722 0.773995 -0.064042 -2.13 -3.99 -0.35
P 0.335945 -2.123794 0.039058 -1.00 -1.75 -1.67
H -0.881410 1.733693 -1.402620 0.48 0.05 0.83
H 1.369360 -1.927826 0.829856 2.25 0.39 1.53
H -0.526179 -2.465010 1.042523 -0.80 -0.65 0.65
```
Positions in Å, forces in eV/Å.

Quick look at the Mulliken charges, all values in e: 0.148 -0.319 -0.396 0.133 0.052 0.296 0.022 0.065

---

4.
This record from the OMol25 dataset describes a 2-piece molecular cluster, CH3NOS overall in a non-equilibrium geometry. The level of theory is wB97M-V/def2-TZVPD.

For the HOMO energy, the calculation gives -10.090 eV. Its frontier orbital gap is 10.68 eV. As for the SMILES: C#[N+][O-].S. As for the LUMO energy: 0.6 eV. For the total energy, the calculation gives -567.96116 Ha.

Structure (XYZ):
```
7
Properties=species:S:1:pos:R:3:forces:R:3
C 1.794959 -0.492906 0.229450 1.48 -1.45 2.01
N 2.412586 -0.916544 1.119330 0.12 1.84 -0.77
O 3.197436 -1.084085 2.015882 -0.30 -0.82 0.03
S -2.400732 0.558445 -1.206734 0.44 -0.50 0.51
H 1.093588 -0.155958 -0.432654 -1.33 0.45 -1.28
H -3.247109 1.389807 -1.792089 -0.37 0.33 0.11
H -2.850729 0.701240 0.066815 -0.04 0.15 -0.61
```
Positions in Å, forces in eV/Å.

Quick look at the Mulliken charges, all values in e: -0.252 0.448 -0.567 -0.310 0.374 0.148 0.159

---

5.
This record from the OMol25 dataset describes a 2-piece molecular cluster, CH3NOS overall in a non-equilibrium geometry. The level of theory is wB97M-V/def2-TZVPD.

For the HOMO energy (alpha / beta), the calculation gives -8.621 / -8.621 eV. Its frontier orbital gap (alpha / beta) is 8.15 / 8.08 eV. As for the LUMO energy (alpha / beta): -0.5 / -0.5 eV. For the total energy, the calculation gives -567.91001 Ha.

Structure (XYZ):
```
7
Properties=species:S:1:pos:R:3:forces:R:3
C -0.045456 -0.218172 0.020798 -0.83 -1.39 2.22
N -0.415519 -0.831598 2.084377 3.30 3.82 -2.52
O 0.216071 -0.222477 2.932655 -1.21 -1.19 -0.85
S -1.431398 -1.969988 1.991626 -1.82 -2.09 0.82
H -0.510824 0.769999 -0.006775 -0.44 -0.59 -0.09
H -0.546769 -1.172347 -0.369026 0.84 1.92 0.43
H 1.027264 -0.097345 -0.040722 0.16 -0.49 -0.01
```
Positions in Å, forces in eV/Å.

Quick look at the Mulliken charges, all values in e: -0.491 0.293 -0.458 -0.100 0.235 0.287 0.234

---

6.
This record from the OMol25 dataset describes a 2-piece molecular cluster, CH3NOS overall in a non-equilibrium geometry. The level of theory is wB97M-V/def2-TZVPD.

For the HOMO energy, the calculation gives -9.844 eV. Its frontier orbital gap is 10.60 eV. As for the SMILES: C#[N+][O-].S. As for the LUMO energy: 0.8 eV. For the total energy, the calculation gives -567.95770 Ha.

Structure (XYZ):
```
7
Properties=species:S:1:pos:R:3:forces:R:3
C 0.827350 1.506150 -0.555610 5.67 -3.79 1.60
N 1.635732 0.663587 -0.385241 -3.36 3.27 -1.18
O 2.496683 -0.121755 -0.300791 1.53 -1.34 0.53
S -1.794195 -1.028018 0.150407 0.03 -0.55 0.09
H -0.034942 1.903181 -0.790683 -3.83 1.87 -0.95
H -1.515581 -0.591018 1.383552 0.01 -0.03 0.04
H -1.615047 -2.332128 0.498364 -0.05 0.58 -0.13
```
Positions in Å, forces in eV/Å.

Quick look at the Mulliken charges, all values in e: -0.244 0.456 -0.575 -0.324 0.371 0.157 0.160

---

7.
This record from the OMol25 dataset describes a 2-piece molecular cluster, CH3NOS2 overall in a non-equilibrium geometry. The level of theory is wB97M-V/def2-TZVPD.

For the HOMO energy (alpha / beta), the calculation gives -8.759 / -7.448 eV. Its frontier orbital gap (alpha / beta) is 8.43 / 6.43 eV. As for the LUMO energy (alpha / beta): -0.3 / -1.0 eV. For the total energy, the calculation gives -966.15338 Ha.

Structure (XYZ):
```
8
Properties=species:S:1:pos:R:3:forces:R:3
C 0.318645 1.406342 0.267794 0.95 -1.29 -1.32
N -0.617245 1.384010 -0.652368 -0.47 1.42 2.37
O 2.059243 -1.971670 0.773761 0.42 -0.26 0.55
S 0.813488 2.239261 1.483425 0.08 0.29 0.86
S 1.180267 -1.349877 -0.423483 -0.79 0.87 -0.57
H -1.435038 1.913002 -0.292172 0.18 -0.63 -1.60
H -0.521849 0.810705 -1.456402 -0.58 -0.40 -0.44
H 2.982417 -1.921743 0.507369 0.21 0.00 0.14
```
Positions in Å, forces in eV/Å.

Quick look at the Mulliken charges, all values in e: 0.262 -0.353 -0.399 -0.281 -0.062 0.242 0.247 0.344

---

8.
This record from the OMol25 dataset describes a single CH3NOSi molecule in a non-equilibrium geometry. The level of theory is wB97M-V/def2-TZVPD.

For the HOMO energy, the calculation gives -10.587 eV. Its frontier orbital gap is 10.67 eV. As for the SMILES: N#CO[SiH3]. As for the LUMO energy: 0.1 eV. For the total energy, the calculation gives -459.33059 Ha.

Structure (XYZ):
```
7
Properties=species:S:1:pos:R:3:forces:R:3
C -1.595246 -0.323593 -0.008491 -10.46 3.02 -0.20
N -2.806635 0.094023 -0.108124 9.81 -3.24 0.45
O -0.463934 -0.820053 0.326209 -0.38 0.85 -0.64
Si 0.937013 0.102444 -0.011246 -0.03 -0.08 0.28
H 1.252582 0.069882 -1.395269 0.20 -0.57 -1.06
H 1.030991 1.516418 0.252045 -0.62 0.61 0.53
H 1.645228 -0.639119 0.944879 1.49 -0.60 0.63
```
Positions in Å, forces in eV/Å.

Quick look at the Mulliken charges, all values in e: 0.517 -0.445 -0.298 0.495 -0.080 -0.085 -0.105

---

Looking at energy above the lowest of the compared OMol25 structures with the same formula, charge and spin for the records above, in order, we have 0.709 1.218 1.998 3.799 5.190 3.893 2.596 2.130 eV.